(1)
Below is a single C20H20N4O2S molecule, with properties calculated with ωB97M-V/def2-TZVPD.

Output
LUMO level = 0.071 eV
E_HOMO = -7.92 eV
Spin multiplicity = 1
Kohn-Sham gap = 8.0 eV
SMILES string = O=C(NCCCn1ccnc1)/C(=C\c1cccs1)NC(=O)c1ccccc1

Each line ends with the Löwdin charge.
Positions of all 47 atoms, in Å:
O (1.02, -1.88, 1.42)  0.0614
C (0.83, -0.88, 0.75)  -0.4152
N (1.47, 0.28, 0.95)  0.0786
C (2.56, 0.43, 1.89)  -0.1612
C (2.14, 1.17, 3.17)  -0.1451
C (1.37, 2.47, 2.87)  -0.1428
N (1.98, 3.25, 1.83)  -0.0985
C (3.25, 3.75, 1.81)  -0.0783
C (3.39, 4.37, 0.61)  -0.1442
N (2.24, 4.27, -0.11)  0.0718
C (1.42, 3.60, 0.65)  -0.1941
C (-0.26, -0.86, -0.29)  -0.1249
C (-0.41, 0.01, -1.31)  -0.0364
C (0.53, 0.98, -1.80)  -0.5434
C (1.90, 0.92, -1.91)  -0.1382
C (2.46, 2.05, -2.53)  -0.1891
C (1.52, 2.96, -2.90)  -0.4195
S (-0.07, 2.45, -2.52)  1.0415
N (-1.15, -1.89, -0.01)  0.1356
C (-2.32, -2.22, -0.64)  -0.4074
O (-2.79, -1.60, -1.57)  0.0790
C (-2.97, -3.44, -0.08)  -0.1333
C (-3.79, -4.17, -0.94)  -0.0170
C (-4.44, -5.31, -0.50)  -0.0732
C (-4.29, -5.72, 0.81)  -0.0838
C (-3.50, -4.99, 1.68)  -0.0793
C (-2.84, -3.86, 1.24)  -0.0309
H (1.26, 1.07, 0.36)  0.0931
H (3.37, 0.96, 1.40)  0.1214
H (2.90, -0.58, 2.16)  0.1232
H (1.49, 0.53, 3.77)  0.1166
H (3.04, 1.39, 3.74)  0.1084
H (0.35, 2.23, 2.55)  0.1258
H (1.30, 3.06, 3.79)  0.1278
H (3.93, 3.62, 2.63)  0.1148
H (4.25, 4.88, 0.21)  0.0933
H (0.41, 3.36, 0.38)  0.1174
H (-1.33, -0.06, -1.87)  0.0992
H (2.47, 0.08, -1.57)  0.1195
H (3.51, 2.18, -2.70)  0.1037
H (1.67, 3.92, -3.37)  0.0643
H (-0.79, -2.50, 0.72)  0.1193
H (-3.90, -3.83, -1.96)  0.1174
H (-5.07, -5.87, -1.18)  0.1041
H (-4.80, -6.61, 1.17)  0.1024
H (-3.39, -5.30, 2.71)  0.1036
H (-2.24, -3.29, 1.94)  0.1123



(2)
Below is a gas-phase ion, C3H8OS2 (charge +1) in a non-equilibrium geometry, with properties calculated with ωB97M-V/def2-TZVPD.

Output
LUMO level (spin up / spin down) = -4.519 / -7.980 eV
<S²> = 0.75
Net charge = +1
E_HOMO (spin up / spin down) = -14.01 / -14.03 eV
Spin multiplicity = 2
Kohn-Sham gap (spin up / spin down) = 9.5 / 6.0 eV

Each line ends with the Mulliken spin population.
Positions of all 14 atoms, in Å:
C (-0.41, 0.36, -0.59)  0.0201
C (-1.62, 0.05, 0.32)  0.0037
O (-2.80, 0.38, -0.35)  0.0044
C (0.85, -0.34, -0.01)  -0.0157
S (2.31, 0.30, -0.89)  0.5648
S (3.75, 0.45, 0.45)  0.4011
H (-0.20, 1.43, -0.65)  -0.0035
H (-0.65, -0.07, -1.56)  -0.0029
H (-1.57, -0.99, 0.66)  -0.0002
H (-1.60, 0.70, 1.19)  0.0004
H (-3.12, -0.38, -0.84)  -0.0005
H (0.86, -1.42, -0.12)  0.0220
H (0.96, -0.07, 1.04)  0.0045
H (3.24, -0.39, 1.35)  0.0018



Looking at relative energy (zero: lowest compared OMol25 entry of this formula, charge and spin) for the records above, in order, we have 96.89; 2.00 kJ/mol.